[1]
The following is a DFT calculation (ωB97M-V with the def2-TZVPD basis set) of C4H6O as an isolated structure.

* multiplicity: 1
* E: -6290.143 eV
* relative energy (zero: lowest compared OMol25 entry of this formula, charge and spin): 171.3 kJ/mol

XYZ file:
```
11
C4H6O ωB97M-V with the def2-TZVPD basis set
O -1.946 -0.300 -0.864
C -1.053 -0.122 -0.082
C 0.015 0.997 0.110
C 0.472 0.090 1.241
C -0.465 -0.861 1.075
H 0.709 1.126 -0.727
H -0.382 1.975 0.401
H 1.293 0.199 1.941
H 1.312 -0.458 -2.476
H -0.702 -1.795 1.573
H 0.748 -0.849 -2.192
```



[2]
The following is a DFT calculation (ωB97M-V with the def2-TZVPD basis set) of a 12-piece molecular cluster, C4H31NO13 overall.

* multiplicity: 1
* E: -32758.326 eV
* SMILES: CN(C=O)CCO.O.O.O.O.O.O.O.O.O.O.O
* relative energy (zero: lowest compared OMol25 entry of this formula, charge and spin): 359.2 kJ/mol

XYZ file:
```
49
C4H31NO13 ωB97M-V with the def2-TZVPD basis set
C 0.319 1.937 -1.762
N 0.012 0.555 -1.247
C 0.503 -0.423 -2.021
O 0.363 -1.610 -1.654
C -0.578 0.341 0.078
C -1.998 -0.200 -0.137
O -2.886 -0.001 0.961
H 1.254 1.969 -2.308
H -0.502 2.199 -2.454
H 0.193 2.696 -0.992
H 0.678 -0.364 -3.118
H -0.688 1.332 0.570
H 0.195 -0.214 0.628
H -2.394 0.473 -0.888
H -2.083 -1.225 -0.470
H -2.833 -0.667 1.653
O 0.772 -2.302 2.311
H 1.468 -1.662 2.077
H 0.748 -3.080 1.741
O 1.500 -3.970 -0.157
H 0.669 -4.075 -0.616
H 1.849 -3.082 -0.112
O -1.843 -3.405 -0.964
H -2.670 -3.750 -1.308
H -1.571 -2.768 -1.632
O -1.806 -2.606 1.631
H -1.380 -2.743 0.756
H -1.161 -1.960 1.964
O -3.400 2.080 -0.681
H -4.120 1.489 -0.924
H -3.596 2.327 0.225
O 3.830 1.750 -1.048
H 4.681 2.147 -0.851
H 3.476 1.603 -0.151
O -1.200 1.188 2.925
H -1.893 1.014 2.268
H -1.585 0.839 3.744
O 1.390 2.839 2.640
H 0.786 2.291 3.175
H 0.758 3.180 1.992
O 3.581 1.921 1.716
H 4.214 1.589 2.354
H 2.816 2.341 2.193
O -0.907 0.641 -4.536
H -1.694 1.133 -4.814
H -1.164 -0.245 -4.849
O 2.515 -0.854 0.895
H 2.398 -0.612 -0.030
H 2.984 -0.055 1.228
```



[3]
The following is a DFT calculation (ωB97M-V with the def2-TZVPD basis set) of a 8-piece molecular cluster, C33H55N2O21 overall.

* multiplicity: 1
* E: -81083.886 eV
* total charge: +1
* relative energy (zero: lowest compared OMol25 entry of this formula, charge and spin): 0.0 kJ/mol

XYZ file:
```
111
C33H55N2O21 ωB97M-V with the def2-TZVPD basis set
C 2.519 -3.694 -1.519
C 1.115 -4.252 -1.467
C 0.091 -3.360 -1.601
C -1.207 -3.760 -1.531
C -1.484 -5.078 -1.327
C -0.489 -5.993 -1.217
C 0.824 -5.591 -1.288
C 1.927 -6.637 -1.160
C 2.358 -6.687 0.268
C 3.587 -6.266 0.700
C 3.822 -6.417 2.053
N 2.917 -6.925 2.854
N 1.690 -7.318 2.521
C 1.468 -7.181 1.241
H 2.631 -3.034 -0.656
H 3.291 -4.446 -1.426
H 2.684 -3.087 -2.404
H 0.261 -2.302 -1.750
H -2.018 -3.055 -1.632
H -2.513 -5.400 -1.248
H -0.713 -7.038 -1.055
H 2.773 -6.376 -1.785
H 1.578 -7.603 -1.520
H 4.324 -5.847 0.037
H 4.769 -6.118 2.477
H 3.150 -7.044 3.836
H 0.492 -7.503 0.904
C -0.087 3.384 1.026
O -0.898 2.203 1.015
C -0.235 1.075 1.226
O 0.949 0.964 1.414
O -1.113 0.065 1.195
C -0.534 -1.216 1.419
H -0.745 4.227 0.842
H 0.391 3.512 1.995
H 0.661 3.343 0.237
H -0.075 -1.263 2.406
H 0.200 -1.447 0.647
H -1.337 -1.947 1.371
C -3.741 0.308 3.871
O -3.321 1.404 4.682
C -2.278 1.132 5.463
O -1.695 0.079 5.521
O -1.988 2.225 6.165
C -0.878 2.079 7.053
H -4.586 0.650 3.280
H -2.942 0.002 3.197
H -4.059 -0.530 4.489
H 0.029 1.846 6.499
H -1.078 1.308 7.795
H -0.753 3.034 7.557
C 2.392 5.310 -2.133
O 2.361 6.736 -2.066
C 1.577 7.223 -1.103
O 0.927 6.573 -0.327
O 1.639 8.550 -1.154
C 0.838 9.221 -0.175
H 3.059 5.050 -2.950
H 2.781 4.891 -1.207
H 1.400 4.913 -2.342
H 1.163 8.960 0.830
H -0.214 8.980 -0.310
H 0.981 10.287 -0.332
C 5.610 -10.408 8.400
O 4.582 -10.863 7.512
C 3.753 -9.916 7.098
O 3.798 -8.748 7.389
O 2.852 -10.475 6.283
C 1.890 -9.558 5.779
H 6.208 -11.277 8.657
H 6.242 -9.671 7.908
H 5.177 -9.991 9.306
H 2.377 -8.774 5.198
H 1.308 -9.120 6.589
H 1.223 -10.116 5.129
C -0.012 -12.514 -5.331
O -0.352 -11.136 -5.516
C 0.189 -10.312 -4.630
O 0.913 -10.619 -3.717
O -0.208 -9.068 -4.916
C 0.314 -8.089 -4.030
H -0.518 -13.068 -6.117
H 1.062 -12.660 -5.425
H -0.361 -12.869 -4.363
H 1.404 -8.070 -4.078
H -0.019 -8.281 -3.010
H -0.068 -7.123 -4.350
C 0.966 9.836 -3.949
O 0.272 10.690 -4.860
C -0.353 11.709 -4.273
O -0.370 11.939 -3.091
O -0.957 12.427 -5.217
C -1.675 13.563 -4.729
H 1.430 9.049 -4.538
H 1.742 10.384 -3.420
H 0.272 9.385 -3.243
H -1.002 14.256 -4.228
H -2.472 13.254 -4.054
H -2.112 14.052 -5.594
C -4.133 10.984 -1.833
O -5.099 10.499 -2.766
C -5.979 11.418 -3.166
O -6.007 12.567 -2.813
O -6.818 10.842 -4.026
C -7.823 11.718 -4.540
H -3.479 10.150 -1.591
H -3.537 11.782 -2.272
H -4.617 11.330 -0.921
H -7.369 12.542 -5.088
H -8.450 12.099 -3.736
H -8.432 11.130 -5.220
```



[4]
The following is a DFT calculation (ωB97M-V with the def2-TZVPD basis set) of the molecule C19H32N2O2.

* multiplicity: 1
* E: -27296.243 eV
* SMILES: CCCN1CCC(N(C)CCc2ccc(OC)c(OC)c2)CC1
* relative energy (zero: lowest compared OMol25 entry of this formula, charge and spin): 279.6 kJ/mol

XYZ file:
```
55
C19H32N2O2 ωB97M-V with the def2-TZVPD basis set
C 2.319 1.679 3.132
C 1.194 0.677 3.355
C 0.219 0.659 2.176
N -0.939 -0.165 2.474
C -2.138 0.207 1.757
C -2.071 -0.091 0.249
C -1.323 -1.411 -0.006
N -1.763 -2.026 -1.252
C -3.023 -2.734 -1.176
C -0.725 -2.784 -1.930
C 0.034 -1.913 -2.951
C 0.822 -0.817 -2.297
C 2.016 -1.085 -1.644
C 2.692 -0.069 -0.999
C 2.216 1.239 -0.983
O 3.012 2.106 -0.290
C 2.673 3.466 -0.151
C 1.015 1.523 -1.658
O 0.547 2.818 -1.651
C -0.630 3.114 -2.357
C 0.348 0.487 -2.300
C -1.420 -2.299 1.243
C -0.698 -1.603 2.406
H 1.923 2.690 3.071
H 2.846 1.462 2.205
H 3.032 1.641 3.952
H 1.618 -0.319 3.497
H 0.638 0.931 4.259
H 0.754 0.338 1.267
H -0.137 1.679 2.008
H -2.967 -0.344 2.211
H -2.325 1.271 1.922
H -3.080 -0.140 -0.160
H -1.545 0.714 -0.266
H -0.265 -1.173 -0.149
H -3.398 -2.891 -2.188
H -3.750 -2.128 -0.638
H -2.950 -3.712 -0.678
H -1.190 -3.609 -2.475
H -0.005 -3.219 -1.222
H -0.695 -1.486 -3.640
H 0.707 -2.564 -3.513
H 2.416 -2.088 -1.632
H 3.619 -0.262 -0.481
H 3.466 3.893 0.465
H 2.647 3.978 -1.115
H 1.713 3.594 0.353
H -0.530 2.892 -3.424
H -0.782 4.185 -2.226
H -1.495 2.577 -1.953
H -0.580 0.684 -2.811
H -2.465 -2.479 1.497
H -0.948 -3.266 1.056
H -1.023 -2.052 3.354
H 0.377 -1.775 2.309
```



[5]
The following is a DFT calculation (ωB97M-V with the def2-TZVPD basis set) of C26H48N2O2P2Re as an isolated structure.

* multiplicity: 4
* E: -55474.218 eV
* total charge: +4

XYZ file:
```
81
C26H48N2O2P2Re ωB97M-V with the def2-TZVPD basis set
Re 0.060 0.640 -0.169
C -1.980 0.614 -0.115
O -3.121 0.892 -0.217
C 1.956 0.483 -0.400
O 3.127 0.398 -0.517
P -0.112 -0.383 -2.323
C -0.039 0.955 -3.664
H 0.048 0.460 -4.637
C 1.289 -1.514 -2.883
H 2.168 -1.003 -2.447
C -1.682 -1.319 -2.837
H -2.472 -0.621 -2.504
C -1.164 1.097 3.411
P 0.193 1.289 2.081
H 0.708 3.574 2.667
H -2.068 1.404 2.852
C 1.719 1.185 3.246
H 1.393 1.699 4.164
C 1.270 -2.935 -2.324
H 2.282 -3.350 -2.424
H 0.584 -3.605 -2.857
H 1.027 -2.960 -1.262
C 1.526 -1.605 -4.396
H 0.703 -2.091 -4.932
H 2.439 -2.193 -4.565
H 1.712 -0.638 -4.864
C -1.837 -1.540 -4.345
H -1.629 -0.660 -4.949
H -2.890 -1.781 -4.545
H -1.225 -2.368 -4.727
C -1.931 -2.656 -2.144
H -2.985 -2.937 -2.293
H -1.787 -2.597 -1.067
H -1.312 -3.481 -2.528
C -1.332 1.750 -3.682
H -2.052 1.309 -4.414
H -1.150 2.800 -3.962
H -1.810 1.789 -2.672
C 1.222 1.833 -3.509
H 1.140 2.414 -2.586
H 1.261 2.560 -4.329
H 2.155 1.251 -3.477
C -0.997 2.030 4.631
H -0.721 3.049 4.375
H -0.259 1.649 5.337
H -1.950 2.096 5.168
C -1.379 -0.337 3.892
H -0.452 -0.806 4.229
C 0.980 3.444 0.510
H -1.795 -0.961 3.102
H -2.088 -0.357 4.728
C -1.287 3.696 1.753
H 1.095 2.531 -0.074
H 0.535 4.289 -0.034
H 2.030 3.659 0.678
C 0.165 3.170 1.778
H -1.273 4.739 1.441
H -1.667 3.721 2.769
H -1.983 3.098 1.143
C 2.953 1.922 2.709
H 3.201 1.517 1.720
H 3.805 1.708 3.371
H 2.812 3.012 2.652
C 2.105 -0.241 3.661
H 2.302 -0.831 2.762
H 1.345 -0.755 4.260
H 3.037 -0.209 4.240
H -0.618 1.991 -0.546
H -0.202 1.962 -1.265
N -3.703 -4.210 2.112
C -2.614 -3.833 1.903
C -1.310 -3.323 1.635
C -0.167 -4.058 1.953
C 1.052 -3.498 1.652
C 1.108 -2.237 1.051
N -0.009 -1.498 0.758
C -1.217 -2.056 1.065
H -0.254 -5.023 2.408
H 2.000 -4.001 1.885
H 2.110 -1.784 0.830
H -2.094 -1.426 0.900
```



[6]
The following is a DFT calculation (ωB97M-V with the def2-TZVPD basis set) of C23H25AsBr2N2O5Pd as an isolated structure.

* multiplicity: 1
* E: -241876.990 eV
* total charge: -2
* relative energy (zero: lowest compared OMol25 entry of this formula, charge and spin): 12.3 kJ/mol

XYZ file:
```
59
C23H25AsBr2N2O5Pd ωB97M-V with the def2-TZVPD basis set
Pd 0.488 -0.100 -1.215
C -1.464 2.009 -2.165
C -0.178 2.770 -2.022
C -0.192 4.172 -2.170
C 0.958 4.884 -2.017
C 2.166 4.212 -1.729
C 3.409 4.868 -1.575
Br 3.539 6.775 -1.732
C 4.554 4.158 -1.319
C 4.504 2.779 -1.211
Br 6.133 1.848 -0.879
C 3.323 1.985 -1.351
O 3.308 0.751 -1.279
C 2.105 2.798 -1.605
N 0.937 2.120 -1.745
H -1.989 2.314 -3.076
H -2.122 2.204 -1.316
H -1.279 0.928 -2.197
H -1.127 4.673 -2.394
H 0.958 5.961 -2.117
H 5.499 4.673 -1.204
O -2.807 -0.493 0.174
C -3.270 0.148 1.088
C -2.683 0.420 2.398
C -3.557 0.895 3.353
C -3.173 1.090 4.674
C -1.841 0.796 5.063
C -0.945 0.357 4.149
C -1.268 0.170 2.731
O -0.393 -0.145 1.923
N -4.109 1.554 5.627
O -5.266 1.800 5.271
O -3.748 1.694 6.800
H -4.303 0.568 0.992
H -4.585 1.103 3.078
H -1.565 0.941 6.098
H 0.081 0.146 4.426
C -0.609 -3.644 -3.363
C 0.584 -3.692 -2.417
As 0.393 -2.379 -0.950
C -1.152 -3.174 -0.013
C -1.168 -4.681 0.205
C 1.839 -3.040 0.208
C 3.205 -2.793 -0.426
H -0.483 -4.319 -4.215
H -0.745 -2.630 -3.745
H -1.533 -3.922 -2.849
H 1.500 -3.427 -2.947
H 0.720 -4.692 -1.994
H -2.036 -2.847 -0.563
H -1.182 -2.627 0.932
H -1.168 -5.227 -0.743
H -2.062 -4.987 0.757
H -0.302 -5.020 0.777
H 1.694 -4.094 0.465
H 1.740 -2.447 1.120
H 3.332 -3.383 -1.338
H 4.015 -3.065 0.257
H 3.319 -1.739 -0.691
```